Entry 1:
The following is a quantum chemistry calculation of a molecular structure, C25H32BiN5S2Si, from the Open Molecules 2025 dataset.

The geometry in XYZ format:
```
66
C25H32BiN5S2Si the ωB97M-V functional and the def2-TZVPD basis
Bi -0.994 -0.437 0.528
S 1.162 1.466 2.439
S -2.848 -2.676 -1.227
Si 1.131 -1.746 -0.450
N -1.139 1.023 -1.250
N 0.949 3.522 0.221
N 0.262 1.404 0.964
N -1.542 -1.324 4.993
N -0.455 -0.883 2.834
C 0.704 -3.545 -0.133
C -1.233 -2.503 5.805
C 2.002 3.749 1.138
C 2.814 4.859 0.990
C -0.873 3.256 -1.999
C -1.887 0.751 -2.324
C 0.848 -2.216 -3.262
C 2.664 -1.178 0.469
C 2.250 2.844 2.154
C 3.319 3.024 3.009
C -1.640 2.978 -3.115
C -2.407 -0.294 5.583
C -4.425 -3.482 -0.848
C 0.908 -1.872 -4.606
C -0.616 2.243 -1.083
C 1.175 -1.291 -2.269
C 1.583 -0.013 -2.668
C 3.871 5.064 1.868
C 0.237 2.393 0.107
C 1.305 -0.597 -4.981
C -2.144 1.697 -3.294
C 4.129 4.146 2.870
C 1.646 0.334 -4.007
C -0.970 -1.093 3.858
C -2.698 -3.078 -2.988
H 1.373 -0.336 -6.028
H -0.733 -2.200 6.725
H -1.849 3.751 -3.842
H -0.270 -3.817 -0.541
H -2.714 -4.158 -3.116
H -1.951 0.103 6.490
H -0.510 4.263 -1.845
H 1.455 -4.202 -0.578
H 2.918 -0.136 0.265
H 1.888 0.710 -1.917
H 3.513 2.298 3.789
H 0.557 -3.224 -2.984
H 2.547 -1.289 1.547
H 2.627 5.563 0.187
H 4.959 4.293 3.547
H -2.555 0.518 4.876
H -4.365 -4.528 -1.140
H 4.490 5.943 1.759
H 0.659 -2.606 -5.362
H -2.283 -0.256 -2.379
H 1.979 1.323 -4.295
H 0.888 4.189 -0.530
H -0.584 -3.179 5.255
H 0.689 -3.752 0.939
H 3.520 -1.785 0.163
H -3.516 -2.624 -3.545
H -3.373 -0.732 5.829
H -4.583 -3.411 0.225
H -5.231 -2.983 -1.379
H -2.158 -3.020 6.057
H -1.744 -2.683 -3.335
H -2.733 1.443 -4.163
```

Output
Net charge: +2
Energy above the lowest of the compared OMol25 structures with the same formula, charge and spin, kcal per mole: 0.00
Frontier orbital gap, eV: 6.8424

=====

Entry 2:
The following is a quantum chemistry calculation of a molecular structure, C25H32F4N3O6PS2Ti, from the Open Molecules 2025 dataset.

The geometry in XYZ format:
```
74
C25H32F4N3O6PS2Ti the ωB97M-V functional and the def2-TZVPD basis
Ti -0.049 1.178 -0.012
S 1.405 3.293 -0.889
S -1.733 2.898 -0.200
P -0.325 4.230 -0.757
F -4.642 1.212 3.833
F -0.637 -0.809 5.254
F 0.167 -1.031 2.721
F -3.838 1.023 1.286
O -0.303 5.513 0.167
O 2.454 1.631 3.141
O 0.707 1.561 1.722
O -0.860 4.836 -2.110
O 1.446 -0.555 -3.346
O 0.172 0.422 -1.764
N -1.351 -0.052 0.585
N -0.274 -2.733 -0.404
N 1.942 0.448 -0.072
C 2.702 0.602 0.996
C -1.802 0.014 1.923
C -1.434 -0.347 4.285
C 4.493 -0.416 -0.183
C -1.632 -2.449 0.048
C -0.492 4.718 2.495
C -1.204 7.228 -2.319
C 0.144 5.709 1.546
C -0.997 -2.746 -2.825
C -0.416 6.033 -2.816
C -1.015 -0.454 2.971
C -0.253 -3.434 -1.693
C 3.672 -0.552 -1.298
C 0.480 -3.494 0.591
C 1.084 6.235 -2.750
C 1.656 5.731 1.631
C 2.371 -0.098 -1.195
C -2.073 -1.020 -0.254
C -3.038 0.563 2.254
C -2.654 0.212 4.604
C 4.015 0.168 0.987
C -3.451 0.661 3.570
C 1.986 -3.379 0.425
C 1.952 1.319 2.095
C 1.283 -0.111 -2.241
H 2.492 -3.954 1.203
H -0.703 5.812 -3.844
H 1.410 6.452 -1.732
H 4.016 -0.992 -2.224
H 0.185 -4.558 0.573
H 1.943 6.104 2.615
H -1.001 8.086 -2.961
H -2.068 -2.675 -2.631
H -0.922 7.481 -1.297
H 5.516 -0.765 -0.225
H -0.252 5.015 3.517
H -2.978 0.293 5.631
H 1.347 7.087 -3.379
H 4.631 0.299 1.865
H -1.686 -2.599 1.129
H -0.241 6.708 1.755
H 1.620 5.358 -3.109
H 2.293 -2.337 0.520
H -2.273 7.020 -2.347
H 0.218 -3.110 1.576
H 2.077 4.735 1.504
H -0.108 3.709 2.339
H -2.363 -3.147 -0.388
H -0.659 -4.454 -1.562
H -1.576 4.707 2.383
H -0.876 -3.333 -3.736
H -3.150 -0.922 -0.084
H 2.332 -3.753 -0.539
H -1.874 -0.773 -1.292
H 2.079 6.392 0.875
H 0.790 -3.551 -1.991
H -0.607 -1.748 -3.021
```

Output
Energy above the lowest of the compared OMol25 structures with the same formula, charge and spin, kcal per mole: 0.00
Frontier orbital gap, eV: 7.9389

=====

Entry 3:
The following is a quantum chemistry calculation of C25H32N2O3 in the gas phase, from the Open Molecules 2025 dataset.

The geometry in XYZ format:
```
62
C25H32N2O3 the ωB97M-V functional and the def2-TZVPD basis
O -3.216 -0.565 -0.454
O 3.051 -0.584 -4.166
O 0.662 -1.967 0.747
N 0.827 0.278 0.410
N -1.836 -2.349 -0.624
C -0.592 -1.913 -2.670
C 0.700 -0.136 -3.671
C -0.918 -0.414 1.787
C -1.878 -2.422 -2.073
C 0.540 -2.723 -2.693
C 3.206 0.706 -4.702
C 4.448 0.688 -0.708
C -0.491 -0.620 -3.154
C -4.084 0.354 4.966
C -1.164 1.053 1.409
C -2.115 -1.342 1.541
C 5.743 1.090 -0.012
C -5.268 0.510 4.268
C -4.073 1.613 2.504
C -2.877 1.455 3.195
C 1.732 -2.252 -3.196
C 0.169 1.505 0.791
C 1.978 0.264 -0.454
C 1.825 -0.952 -3.695
C -2.453 -1.364 0.058
C -2.897 0.823 4.431
C 0.278 -0.827 0.935
C -5.260 1.142 3.035
C 3.258 0.724 0.247
C -1.586 1.932 2.592
H -1.949 1.084 0.648
H 4.246 0.772 -5.017
H 5.960 0.410 0.809
H 2.097 -0.764 -0.803
H -1.704 2.959 2.236
H 2.556 0.864 -5.568
H -4.073 2.099 1.540
H -2.724 -1.811 -2.394
H -6.181 1.267 2.485
H -1.358 0.025 -3.130
H -6.195 0.140 4.682
H -0.798 1.922 3.349
H 5.665 2.098 0.391
H 4.261 1.367 -1.543
H 2.614 -2.872 -3.217
H -2.979 -0.976 2.096
H 0.776 2.053 1.524
H 0.030 2.143 -0.086
H 0.484 -3.731 -2.311
H 3.007 1.481 -3.954
H 3.449 0.068 1.097
H 4.549 -0.318 -1.118
H 3.126 1.741 0.626
H 6.576 1.062 -0.710
H -1.862 -2.347 1.881
H -0.624 -0.497 2.840
H -2.048 -3.464 -2.364
H -4.083 -0.136 5.929
H -1.975 0.698 4.983
H 0.735 0.873 -4.052
H -1.062 -2.822 -0.176
H 1.772 0.905 -1.318
```

Output
SMILES string: CCCCN1C[C@H](Cc2ccccc2)[C@@H](CC(=O)NCc2ccc(OC)cc2)C1=O
Energy above the lowest of the compared OMol25 structures with the same formula, charge and spin, kcal per mole: 2.70
Frontier orbital gap, eV: 9.0779

=====

Entry 4:
The following is a quantum chemistry calculation of C25H32N4O3S2 in the gas phase, from the Open Molecules 2025 dataset.

The geometry in XYZ format:
```
66
C25H32N4O3S2 the ωB97M-V functional and the def2-TZVPD basis
S 1.952 -0.444 -2.332
S -2.118 -3.239 -3.382
O 1.849 0.833 6.304
O 3.971 1.306 4.459
O -1.947 -2.215 1.262
N -0.312 0.292 -3.439
N -0.647 -1.256 2.827
N -0.713 2.498 -1.513
N -0.489 -1.158 -1.651
C -1.936 -1.038 -1.652
C -3.212 -3.156 -4.705
C 0.294 -0.420 -2.470
C 0.494 -0.641 3.268
C 0.253 3.046 -2.460
C 2.720 0.176 2.799
C 0.609 -0.188 4.578
C 2.827 0.645 4.091
C -1.020 1.761 0.865
C -0.093 2.327 -0.202
C -0.056 2.694 -3.918
C -1.976 3.221 -1.493
C -3.884 -1.979 -4.740
C -3.512 -1.113 -3.687
C 1.411 -0.994 1.045
C 3.157 1.165 6.721
C -0.862 -1.728 1.553
C 1.565 -0.480 2.366
C 1.770 0.437 5.000
C -2.570 -1.649 -2.863
C 0.354 1.263 -4.266
C -1.961 4.639 -0.906
C 0.269 -1.596 0.644
C 0.094 -2.137 -0.752
C 3.841 2.028 5.663
H -1.118 2.831 -4.128
H -1.318 0.351 -3.432
H -2.337 3.278 -2.523
H 0.337 3.275 0.167
H 1.429 1.132 -4.121
H -2.225 0.018 -1.583
H -2.693 2.614 -0.934
H 1.230 2.624 -2.215
H -2.962 5.059 -0.962
H 4.851 2.304 5.968
H 0.113 1.054 -5.315
H -3.286 -3.988 -5.376
H -0.433 1.545 1.755
H 1.067 -2.425 -1.156
H -2.298 -1.545 -0.751
H 3.542 0.329 2.119
H -1.649 4.631 0.135
H 3.053 1.699 7.666
H -1.482 0.838 0.526
H -3.939 -0.135 -3.544
H 0.501 3.373 -4.566
H 0.735 1.624 -0.342
H -1.802 2.464 1.140
H -1.420 -1.361 3.473
H 3.245 2.935 5.494
H -0.567 -3.008 -0.722
H -0.192 -0.321 5.287
H 3.742 0.249 6.875
H 2.234 -0.889 0.352
H -1.289 5.287 -1.464
H -4.615 -1.730 -5.489
H 0.337 4.140 -2.362
```

Output
SMILES string: CCN(CC)CCCNC(=S)N(Cc1cccs1)Cc1cc2cc3c(cc2[nH]c1=O)OCCO3
Energy above the lowest of the compared OMol25 structures with the same formula, charge and spin, kcal per mole: 0.00
Frontier orbital gap, eV: 8.0864

=====

Entry 5:
The following is a quantum chemistry calculation of 4 unconnected molecules or ions with the total composition C25H33BrClF24NO12P3S2, from the Open Molecules 2025 dataset.

The geometry in XYZ format:
```
102
C25H33BrClF24NO12P3S2 the ωB97M-V functional and the def2-TZVPD basis
Br 1.352 0.239 2.676
Cl 1.267 -2.494 -1.953
S -0.672 3.055 -1.042
S -1.451 -2.419 2.044
P -1.299 -0.306 -1.124
P -0.547 2.170 0.700
P 0.108 -0.046 0.616
F -5.310 -5.276 0.502
F -4.798 -0.793 5.171
F -6.236 2.870 4.986
F 8.979 1.243 -4.291
F 4.855 2.214 -6.655
F 6.548 1.115 -5.809
F -4.872 1.343 6.924
F 10.775 2.500 -4.239
F -7.549 -1.300 0.845
F -8.901 -1.453 2.524
F -6.579 -2.516 -1.234
F 7.062 3.783 -6.682
F -5.798 -1.598 3.422
F -9.369 -2.954 -0.612
F -7.340 0.318 5.910
F -10.139 -1.045 0.138
F -7.221 -1.857 5.690
F -5.406 -4.200 -1.969
F -4.296 3.728 4.432
F 10.731 0.794 -6.276
F 8.906 1.686 -7.081
F -7.351 -5.044 -0.252
F 5.578 4.427 -5.236
F -4.654 3.513 7.056
O 2.659 2.080 -2.449
O 0.508 3.005 1.566
O -2.597 0.419 -0.968
O 0.735 -1.639 0.454
O -1.936 2.214 1.504
O 3.459 -0.018 0.375
O -2.812 -2.704 2.460
O -5.681 0.578 3.620
O -7.959 -3.296 1.796
O -0.424 -2.803 2.975
O 7.377 3.438 -4.477
O 1.408 0.510 -0.351
N 4.851 1.616 -2.252
C -5.695 -3.465 -0.867
C -9.692 -2.269 0.499
C 3.345 -2.688 1.621
C -8.465 -2.100 1.400
C 5.701 2.148 -5.602
C 3.495 1.253 -2.201
C 1.850 -1.791 -0.303
C 2.723 -2.911 0.268
C 5.004 3.045 -1.907
C 6.480 3.461 -5.511
C 3.179 -3.564 2.610
C -4.341 2.421 6.317
C -4.647 1.507 3.870
C 3.073 -0.177 -1.956
C 2.453 -0.369 -0.562
C -4.914 2.606 4.909
C -1.355 -0.701 1.689
C -7.173 -0.682 5.018
C 8.767 3.573 -4.667
C -5.813 -0.584 4.320
C -6.279 -4.363 0.219
C -6.610 -3.665 1.544
C 5.807 0.813 -1.482
C 9.586 2.290 -4.883
C 9.985 1.922 -6.315
H 6.812 1.081 -1.809
H -5.928 -2.836 1.728
H -6.400 -4.405 2.314
H -4.778 -2.991 -0.506
H -0.625 -0.027 -2.328
H 2.377 -0.431 -2.746
H 0.783 3.724 0.979
H -1.293 -3.068 0.868
H -1.541 -1.702 -1.183
H -2.567 2.659 0.923
H 3.890 -0.895 -2.036
H 9.124 3.956 -3.712
H 5.139 1.970 -4.681
H 10.582 2.722 -6.763
H -2.305 -0.378 1.263
H -7.968 -0.657 4.272
H 3.944 -1.811 1.806
H 4.798 3.670 -2.771
H 5.754 1.020 -0.411
H 5.699 -0.249 -1.673
H 4.246 -0.541 0.197
H -3.253 2.321 6.278
H 3.673 -3.434 3.562
H 2.044 -3.758 0.384
H -3.690 1.014 4.046
H 6.037 3.213 -1.613
H -4.549 2.046 2.929
H 2.503 -4.401 2.484
H 4.341 3.321 -1.089
H 9.006 4.328 -5.416
H -10.480 -2.800 1.037
H 3.459 -3.205 -0.482
H -1.257 -0.260 2.681
```

Output
Net charge: -1
Frontier orbital gap, eV: 7.5281

=====

Entry 6:
The following is a quantum chemistry calculation of a molecular structure, C25H33BrN6PRbS4, from the Open Molecules 2025 dataset.

The geometry in XYZ format:
```
71
C25H33BrN6PRbS4 the ωB97M-V functional and the def2-TZVPD basis
Rb 0.407 -2.385 0.206
Br 6.138 -2.191 -5.154
S 3.016 -0.477 1.554
S -2.923 -6.956 -1.290
S -0.582 -5.211 -1.781
S -1.923 -5.220 0.883
P -0.841 -0.105 -2.213
N -3.053 -2.722 -1.232
N 1.364 0.835 4.804
N 0.522 0.170 2.201
N 3.106 -2.599 -1.634
N 2.127 0.096 3.947
N -0.289 0.954 2.763
C 1.719 3.003 3.759
C -0.207 -0.262 -3.957
C 1.824 0.058 2.643
C 3.210 -3.547 -2.561
C 4.902 -2.359 -3.715
C -3.533 0.020 1.186
C 4.095 -3.479 -3.628
C 0.987 4.995 4.911
C 0.660 2.833 5.917
C 3.899 -1.536 -1.734
C -2.611 0.284 -2.604
C 0.524 4.208 5.956
C 1.168 -0.921 -4.039
C -0.251 1.608 -1.784
C 1.118 1.599 -1.103
C -2.889 1.378 -3.633
C -3.907 1.095 3.293
C -1.805 -5.806 -0.727
C -4.414 0.502 2.144
C -2.543 1.219 3.479
C 1.587 4.377 3.819
C 1.252 2.205 4.813
C -1.646 0.736 2.520
C 4.818 -1.363 -2.760
C -2.168 0.140 1.366
H -3.081 0.541 -1.652
H -3.901 -0.473 0.293
H -2.506 1.110 -4.619
H 1.953 4.977 2.995
H -2.405 -3.302 -1.769
H 1.511 -0.978 -5.075
H 1.909 -0.362 -3.466
H 1.148 0.363 5.666
H 4.149 -4.272 -4.360
H 1.451 2.615 -0.874
H -2.438 2.329 -3.341
H -3.966 1.537 -3.729
H -2.146 1.673 4.379
H 1.130 -1.933 -3.637
H -3.975 -3.078 -1.462
H -5.483 0.416 1.997
H 0.295 2.222 6.737
H 1.093 1.039 -0.171
H 3.796 -0.792 -0.949
H -4.586 1.456 4.057
H 1.875 1.132 -1.737
H 5.442 -0.481 -2.805
H 0.049 4.677 6.810
H -3.056 -0.663 -2.913
H -0.936 -0.884 -4.483
H -0.994 2.033 -1.103
H 0.874 6.072 4.937
H 2.541 -4.396 -2.452
H 2.183 2.531 2.904
H -1.492 -0.199 0.602
H -0.182 0.719 -4.439
H -2.897 -3.038 -0.275
H -0.215 2.236 -2.679
```

Output
Net charge: -2
Energy above the lowest of the compared OMol25 structures with the same formula, charge and spin, kcal per mole: 25.54
Frontier orbital gap, eV: 3.4554

=====

no.,lowest unoccupied orbital energy (eV)
1,-6.23
2,-0.71
3,0.67
4,0.35
5,1.70
6,3.30